66
Properties=species:S:1:pos:R:3 method="wB97M-V/def2-TZVPD" total_energy_ha=-11067.109622 largest_force_ha_per_bohr=0.0358 relative_energy_ev=1.706 total_charge=-2 orbital_gap_ev="2.8 / 3.5" multiplicity=2
Pd 0.3541 -0.2791 -0.4727
Se 1.8658 3.0697 -1.5076
N 1.3095 2.8881 0.1850
C 0.7817 4.0483 0.5630
C 0.2086 4.3007 1.8422
C -0.2842 5.5617 2.1308
C -0.2403 6.5977 1.1698
C 0.2826 6.3874 -0.0919
C 0.8090 5.1083 -0.4306
N 1.3474 4.7924 -1.5986
H 0.1770 3.5067 2.5792
H -0.7055 5.7607 3.1107
H -0.6298 7.5782 1.4300
H 0.2961 7.1819 -0.8301
Se -3.1811 -1.0366 -0.8836
N -1.4218 -1.2810 -0.3827
C -1.3196 -2.4519 0.1393
C 0.0266 -2.8700 0.6544
C 0.0883 -4.3715 0.8286
C -1.0494 -5.1068 0.8620
C -2.3845 -4.6020 0.6138
C -2.5383 -3.2819 0.1784
N -3.6427 -2.6824 -0.2742
H 0.1246 -2.4037 1.6463
H 1.0574 -4.8081 1.0480
H -0.9641 -6.1742 1.0630
H -3.2429 -5.2624 0.6675
F 2.4820 0.4112 -0.4705
As 4.2430 0.0817 -0.4233
F 4.4290 0.8229 -1.9641
F 3.9921 -1.4290 -1.2176
F 5.9370 -0.2609 -0.3695
F 4.0229 -0.6881 1.1040
F 4.5117 1.5842 0.3526
C -2.7995 2.8717 -0.2564
C -1.7172 1.8826 0.0631
O -0.8753 1.6556 -0.7719
C -1.7101 1.1975 1.3855
C -0.5060 0.7276 1.9022
C -0.4995 -0.0743 3.0370
C -1.6926 -0.4391 3.6414
C -2.8886 0.0702 3.1576
C -2.8908 0.9029 2.0474
H -2.4259 3.5577 -1.0142
H -3.1012 3.4296 0.6319
H -3.6691 2.3440 -0.6625
H 0.4159 1.1136 1.5031
H 0.4457 -0.3937 3.4575
H -1.6866 -1.1082 4.4942
H -3.8250 -0.1979 3.6324
H -3.8293 1.2742 1.6534
C 1.4763 -0.9837 -3.2428
Ge 1.0882 -2.6079 -2.1764
C 2.3196 -4.0514 -2.7164
C -0.6857 -3.0673 -2.9120
C 1.0807 -2.1826 -0.2499
H 1.4969 -1.2174 -4.3170
H 2.4242 -0.5255 -2.9811
H 0.6932 -0.2578 -3.0658
H 2.3002 -4.1621 -3.8093
H 1.9938 -4.9955 -2.2643
H 3.3423 -3.8338 -2.3961
H -0.5741 -3.5058 -3.9117
H -1.2705 -2.1508 -3.0078
H -1.2482 -3.7645 -2.2796
H 2.0759 -2.2002 0.1768

---

100
Properties=species:S:1:pos:R:3 method="wB97M-V/def2-TZVPD" total_energy_ha=-3502.185721 largest_force_ha_per_bohr=0.0166 relative_energy_ev=0.000 total_charge=+1 orbital_gap_ev=8.4 multiplicity=1
Cs -1.3727 -1.2644 -1.3403
C 0.7960 0.6276 4.2588
N -0.0209 -0.1521 3.3362
C -0.0482 -0.1062 1.9679
N -0.8564 -1.0433 1.4988
C -1.3660 -1.7067 2.5788
C -0.8528 -1.1701 3.7345
C -1.0305 -1.5653 5.1453
C -0.6320 -2.8340 5.5579
C -0.8237 -3.2329 6.8718
C -1.4109 -2.3664 7.7835
C -1.8126 -1.1011 7.3781
C -1.6266 -0.7034 6.0626
C -2.3706 -2.7820 2.4370
C -2.3275 -3.6616 1.3558
C -3.2887 -4.6507 1.2063
C -4.3070 -4.7765 2.1401
C -4.3572 -3.9067 3.2194
C -3.4003 -2.9146 3.3660
P 1.0390 1.0776 1.0837
C -0.0227 1.9756 -0.1164
N -0.9119 1.5443 -0.9955
C -1.3650 2.6390 -1.6722
C -0.7362 3.7674 -1.2046
N 0.1155 3.3335 -0.2145
C 1.0604 4.1761 0.5105
C -0.8698 5.1741 -1.6240
C -1.2501 6.1594 -0.7136
C -1.4085 7.4724 -1.1286
C -1.1981 7.8100 -2.4588
C -0.8274 6.8319 -3.3708
C -0.6610 5.5195 -2.9559
C -2.4309 2.5469 -2.6929
C -2.4435 1.5072 -3.6222
C -3.4570 1.4137 -4.5660
C -4.4712 2.3601 -4.5940
C -4.4667 3.3964 -3.6713
C -3.4574 3.4876 -2.7259
C 2.0052 -0.0234 0.0014
N 1.5898 -0.8750 -0.9133
C 2.7067 -1.4326 -1.4664
C 3.8307 -0.9067 -0.8816
N 3.3732 -0.0159 0.0638
C 4.2185 0.7369 0.9816
C 5.2563 -1.1951 -1.1169
C 6.1459 -0.1775 -1.4591
C 7.4784 -0.4664 -1.7076
C 7.9312 -1.7766 -1.6266
C 7.0486 -2.7953 -1.2969
C 5.7168 -2.5064 -1.0409
C 2.6063 -2.4346 -2.5464
C 3.4321 -2.3696 -3.6648
C 3.3258 -3.3177 -4.6715
C 2.3936 -4.3409 -4.5755
C 1.5654 -4.4134 -3.4635
C 1.6743 -3.4661 -2.4562
H 1.3764 1.3535 3.6986
H 0.1601 1.1516 4.9676
H 1.4646 -0.0356 4.8054
H -0.1797 -3.5076 4.8407
H -0.5152 -4.2215 7.1847
H -1.5607 -2.6782 8.8086
H -2.2806 -0.4275 8.0836
H -1.9691 0.2732 5.7406
H -1.5263 -3.5882 0.6308
H -3.2420 -5.3243 0.3604
H -5.0569 -5.5479 2.0264
H -5.1516 -3.9930 3.9493
H -3.4613 -2.2320 4.2035
H 1.0586 5.1572 0.0453
H 0.7706 4.2738 1.5553
H 2.0632 3.7599 0.4537
H -1.4399 5.8902 0.3190
H -1.7057 8.2315 -0.4171
H -1.3260 8.8337 -2.7843
H -0.6660 7.0928 -4.4083
H -0.3745 4.7532 -3.6655
H -1.6426 0.7770 -3.6367
H -3.4494 0.6043 -5.2845
H -5.2575 2.2928 -5.3341
H -5.2561 4.1367 -3.6824
H -3.4704 4.2934 -2.0029
H 5.1551 0.1989 1.0991
H 4.4278 1.7340 0.5952
H 3.7340 0.8230 1.9500
H 5.7859 0.8406 -1.5497
H 8.1625 0.3280 -1.9751
H 8.9703 -2.0036 -1.8244
H 7.3989 -3.8172 -1.2376
H 5.0241 -3.2987 -0.7852
H 4.1579 -1.5704 -3.7503
H 3.9721 -3.2536 -5.5371
H 2.3154 -5.0807 -5.3610
H 0.8443 -5.2157 -3.3745
H 1.0473 -3.5445 -1.5759
Cl -6.9595 -3.2588 -1.1210
C -6.4597 -1.6020 -1.4303
Cl -4.6986 -1.4520 -1.6357
H -6.7420 -0.9902 -0.5828
H -6.9256 -1.2624 -2.3467

---

15
Properties=species:S:1:pos:R:3 method="wB97M-V/def2-TZVPD" total_energy_ha=-722.525917 largest_force_ha_per_bohr=0.0560 relative_energy_ev=2.888 total_charge=-1 orbital_gap_ev=7.4 multiplicity=1
C 3.1644 0.6906 -0.2844
C -2.1819 -1.1421 0.3046
C -2.5101 0.2830 -0.2107
N -1.8678 1.3447 -0.0044
O 0.7743 0.5738 0.9291
O 1.3987 -1.3635 -0.4444
S 1.3364 0.0933 -0.4199
H 3.5433 1.0609 -1.2164
H 3.9244 -0.0458 -0.0250
H -1.1994 -1.0621 0.7786
H -2.9936 -1.4719 1.0235
H -2.0083 -1.8359 -0.6709
H 3.0226 1.5005 0.5199
H -3.3887 0.2695 -0.8151
H -1.0142 1.1051 0.5354

---

10
Properties=species:S:1:pos:R:3 method="wB97M-V/def2-TZVPD" total_energy_ha=-662.669063 largest_force_ha_per_bohr=0.0903 relative_energy_ev=1.436 total_charge=-1 orbital_gap_ev=7.3 multiplicity=1 smiles="O=c1[pH][nH]cc1[O-]"
O 2.1541 1.4125 -0.0967
C 1.1621 0.6968 -0.1506
P -0.5065 1.6081 -0.1749
N -1.4589 0.2346 -0.5559
C -0.3783 -1.0877 -0.2934
C 0.9491 -0.8227 -0.0862
O 1.8504 -1.6252 0.0235
H -0.6085 1.3781 1.3530
H -2.1137 0.1466 0.2570
H -1.0499 -1.9411 -0.2757

---

66
Properties=species:S:1:pos:R:3 method="wB97M-V/def2-TZVPD" total_energy_ha=-2237.847648 largest_force_ha_per_bohr=0.0107 relative_energy_ev=0.000 total_charge=+2 orbital_gap_ev="7.4 / 5.3" multiplicity=5
Ru -1.2341 0.2382 -0.4721
C -4.3748 2.9750 0.6859
C -3.5157 1.9583 0.0444
N -2.3447 1.5716 0.5478
N -1.8305 2.1769 1.6050
C -0.5078 1.7851 1.7483
O 0.0602 1.0562 0.8704
C 0.2017 2.2709 2.8850
C -0.4292 3.1308 3.8170
C 0.2690 3.5588 4.9215
C 1.5866 3.1444 5.1074
C 2.2206 2.2988 4.1876
C 1.5391 1.8615 3.0817
C -3.8233 1.3285 -1.2336
C -4.9847 1.5948 -1.9309
C -5.1770 1.0100 -3.1812
C -4.2026 0.1812 -3.6923
C -3.0496 -0.0526 -2.9433
N -2.8653 0.5005 -1.7522
H -3.9973 3.2339 1.6689
H -5.3968 2.6025 0.7741
H -4.4056 3.8759 0.0664
H -1.4485 3.4479 3.6532
H -0.2000 4.2152 5.6406
H 2.1324 3.4830 5.9785
H 3.2442 1.9940 4.3539
H 2.0052 1.2046 2.3606
H -5.7317 2.2543 -1.5128
H -6.0783 1.2135 -3.7432
H -4.3054 -0.2819 -4.6632
H -2.2530 -0.6793 -3.3194
O 1.8073 -1.1973 -0.5314
C 1.5546 -0.3767 -1.3815
N 0.2491 -0.0846 -1.8003
S 0.2197 1.2479 -2.8261
O -0.3236 0.9397 -4.1112
O -0.4725 2.2534 -2.0348
C 1.9605 1.4498 -2.8863
C 2.6968 2.3450 -3.6356
C 4.0796 2.2487 -3.5418
C 4.6829 1.2837 -2.7363
C 3.9212 0.3867 -1.9995
C 2.5435 0.4801 -2.0861
H 2.2224 3.0839 -4.2668
H 4.6987 2.9301 -4.1090
H 5.7621 1.2315 -2.6922
H 4.3762 -0.3730 -1.3784
C 2.3419 -3.9215 2.0829
C 1.7913 -4.9455 1.0912
C 2.3162 -4.6930 -0.3191
C 0.2616 -5.0020 1.1402
N -0.3685 -3.6839 0.9690
C -0.5533 -2.9505 -0.1165
N -1.1768 -1.8491 0.2532
N -1.3455 -1.9210 1.5996
N -0.8583 -3.0136 2.0304
H 3.4228 -4.0259 2.1678
H 1.9120 -4.0478 3.0778
H 2.1373 -2.9043 1.7382
H 2.1083 -5.9433 1.4047
H 2.0793 -3.6795 -0.6511
H 1.9142 -5.4147 -1.0330
H 3.4025 -4.7780 -0.3371
H -0.0790 -5.3543 2.1110
H -0.1366 -5.6601 0.3690
H -0.2510 -3.2134 -1.1149

---

40
Properties=species:S:1:pos:R:3 method="wB97M-V/def2-TZVPD" total_energy_ha=-2806.988445 largest_force_ha_per_bohr=0.0194 orbital_gap_ev=9.7 multiplicity=1 smiles="CCOC(=O)C[C@@H]1C(=O)NCCN1S(=O)(=O)c1cc(Cl)c(Cl)cc1Cl"
C -1.0977 -3.5548 -2.4794
C -0.5053 -3.4950 -1.0791
O 0.6740 -2.6858 -1.0342
C 0.5087 -1.3778 -0.9775
O -0.5575 -0.8114 -1.0588
C 1.8341 -0.6564 -0.8611
C 1.6375 0.8058 -0.4632
C 2.9213 1.5617 -0.8462
O 3.3847 1.4547 -1.9620
N 3.4879 2.3544 0.0803
C 3.0277 2.5324 1.4374
C 1.5235 2.2877 1.4568
N 1.2925 0.9628 0.9346
S 0.2189 -0.0134 1.7355
O 0.5676 -1.3757 1.4856
O 0.2164 0.4350 3.0960
C -1.4428 0.3296 1.1014
C -1.7152 1.4909 0.4085
C -2.9961 1.7430 -0.0585
Cl -3.3164 3.1856 -0.9279
C -4.0147 0.8193 0.1824
Cl -5.5990 1.1093 -0.4008
C -3.7493 -0.3327 0.9045
C -2.4627 -0.5703 1.3714
Cl -2.1372 -1.9634 2.2980
H -1.9509 -4.2272 -2.4840
H -1.4264 -2.5652 -2.7863
H -0.3554 -3.9172 -3.1864
H -1.2347 -3.0890 -0.3716
H -0.1763 -4.4809 -0.7456
H 2.4575 -1.1826 -0.1400
H 2.3273 -0.6761 -1.8376
H 0.8364 1.2121 -1.1075
H 4.3541 2.7949 -0.1972
H 3.5200 1.8206 2.1106
H 3.2581 3.5493 1.7642
H 1.0250 3.0557 0.8483
H 1.1342 2.3084 2.4732
H -0.9343 2.2047 0.2115
H -4.5349 -1.0432 1.1050

---

49
Properties=species:S:1:pos:R:3 method="wB97M-V/def2-TZVPD" total_energy_ha=-1304.397723 largest_force_ha_per_bohr=0.0171 total_charge=-1 orbital_gap_ev=5.4 multiplicity=1
C 3.7800 4.4590 1.7157
C 3.2522 5.8937 1.6376
O 1.9831 6.0162 2.2175
B 0.8024 5.5641 1.5892
O 1.0187 5.3142 0.1873
N -0.4727 5.4999 2.1672
I -0.4213 4.3940 3.8788
H 4.5009 4.2400 0.9212
H 2.9376 3.7715 1.6096
H 4.2634 4.2489 2.6737
H 3.9141 6.5643 2.1985
H 3.2428 6.2343 0.5960
H 0.5859 4.4976 -0.0578
C -0.3869 1.3600 1.4011
C 0.8869 0.9179 1.7341
C 1.1667 -0.4415 1.7687
C 0.1727 -1.3658 1.4721
C -1.1016 -0.9241 1.1412
C -1.3803 0.4359 1.1059
H -0.5966 2.4219 1.3818
H 1.6583 1.6412 1.9677
H 2.1641 -0.7814 2.0209
H 0.3928 -2.4268 1.4952
H -1.8776 -1.6432 0.9062
H -2.3739 0.7822 0.8498
C -3.4502 -4.4833 0.4960
C -4.3393 -3.4841 0.1244
C -5.5030 -3.8093 -0.5591
C -5.7788 -5.1340 -0.8693
C -4.8899 -6.1337 -0.4976
C -3.7252 -5.8079 0.1841
H -2.5423 -4.2283 1.0284
H -4.1265 -2.4510 0.3686
H -6.1938 -3.0284 -0.8507
H -6.6868 -5.3875 -1.4020
H -5.1048 -7.1671 -0.7393
H -3.0305 -6.5867 0.4727
C 1.7188 -1.6340 -2.1158
C 1.8526 -0.2925 -1.7842
C 2.4072 0.5936 -2.6985
C 2.8274 0.1382 -3.9411
C 2.6938 -1.2040 -4.2714
C 2.1397 -2.0909 -3.3575
H 1.2811 -2.3189 -1.3998
H 1.5174 0.0609 -0.8177
H 2.5096 1.6399 -2.4391
H 3.2578 0.8309 -4.6538
H 3.0196 -1.5585 -5.2417
H 2.0342 -3.1378 -3.6148

---

24
Properties=species:S:1:pos:R:3 method="wB97M-V/def2-TZVPD" total_energy_ha=-1067.374991 largest_force_ha_per_bohr=0.0435 relative_energy_ev=0.726 total_charge=+2 orbital_gap_ev=7.0 multiplicity=1
C 2.9107 1.2726 -0.6052
C 2.1369 1.1572 -1.8966
H 2.7250 2.2385 -0.1126
H 3.9687 1.1950 -0.8581
H 2.8237 0.4236 0.1218
H 1.0644 1.4113 -1.8006
H 2.4746 1.9255 -2.5997
H 2.3370 0.2159 -2.4362
Zr 0.5620 0.0222 0.2566
C 0.2724 -1.0030 -1.6377
H -0.0016 -0.2336 -2.3549
H -0.3906 -1.8414 -1.8228
H 1.2700 -1.2768 -2.0049
I 2.0928 -0.5725 2.4217
N -1.6206 0.8881 0.6599
N -2.6400 0.0300 1.2367
C -2.3047 -1.2270 1.5472
N -3.1670 -1.8970 2.3787
S -0.8143 -1.9380 1.0183
H -1.9920 1.2886 -0.2234
H -1.6098 1.7381 1.2542
H -3.4059 0.4616 1.7883
H -2.8477 -2.8207 2.6638
H -3.8439 -1.4582 3.0057

---

10
Properties=species:S:1:pos:R:3 method="wB97M-V/def2-TZVPD" total_energy_ha=-527.131617 largest_force_ha_per_bohr=0.0085 relative_energy_ev=0.000 total_charge=-1 orbital_gap_ev=7.9 multiplicity=1
I -0.0671 -2.3025 0.5864
O -2.7739 -0.3437 -0.7132
H -2.1668 -0.9472 -0.2499
H -2.1982 0.2173 -1.2373
O 2.4316 0.3794 1.4608
H 2.0297 -0.4854 1.3070
H 2.0449 0.9341 0.7752
O 0.3597 1.1939 -0.4952
H 0.4307 0.8845 -1.4020
H -0.0906 0.4697 -0.0318

---

98
Properties=species:S:1:pos:R:3 method="wB97M-V/def2-TZVPD" total_energy_ha=-2692.725351 largest_force_ha_per_bohr=0.1858 relative_energy_ev=1.562 orbital_gap_ev=10.0 multiplicity=1 smiles="C[C@H]1COC(=O)O1.C[C@H]1COC(=O)O1.COC(=O)OC.COC(=O)OC.COC(=O)OC.COC(=O)OC.COC(=O)OC.CCCC#N"
C -6.3210 -5.1780 -14.3010
C -7.6870 -4.6760 -14.9140
C -8.2840 -5.7520 -15.7840
O -9.6540 -5.5770 -15.6430
C -9.8240 -4.9840 -14.4780
O -10.9260 -4.8770 -13.9800
O -8.7060 -4.5300 -13.9980
H -6.5600 -5.8040 -13.4720
H -5.7500 -4.2860 -13.9560
H -5.6810 -5.7920 -14.9170
H -7.5560 -3.7520 -15.5010
H -7.9120 -6.7400 -15.4820
H -7.8760 -5.7490 -16.8260
C -1.9820 -6.4400 -20.8720
C -1.4020 -7.4250 -19.9140
C -1.8130 -7.5130 -18.4500
O -2.8950 -8.4000 -18.4720
C -2.8360 -9.0810 -19.6110
O -3.6170 -10.0010 -19.9470
O -1.9490 -8.6320 -20.4020
H -1.6960 -5.3620 -20.7460
H -3.0740 -6.4600 -20.7210
H -1.6440 -6.6820 -21.9040
H -0.2950 -7.4840 -20.0040
H -2.1120 -6.5340 -17.9300
H -0.9540 -7.9190 -17.9490
C -8.3750 -12.4170 -16.0080
O -6.9670 -12.3610 -16.1820
C -6.1980 -11.8340 -15.2510
O -6.7300 -11.5560 -13.9850
O -4.8900 -11.8750 -15.3850
C -4.0640 -12.0400 -14.2810
H -8.6750 -12.7230 -16.9120
H -8.8470 -11.4090 -15.8600
H -8.5450 -13.1740 -15.2520
H -3.0890 -12.4540 -14.5800
H -4.4900 -12.7290 -13.4660
H -3.8460 -11.1140 -13.8270
C -6.0240 -6.4470 -20.0030
O -4.9910 -5.4080 -19.8600
C -4.6090 -5.0240 -18.6270
O -4.9330 -5.6940 -17.4630
O -3.7290 -4.0090 -18.6490
C -3.3360 -3.4620 -17.3440
H -5.8260 -7.3630 -19.5140
H -6.0740 -6.8120 -21.0190
H -6.9670 -6.0480 -19.6270
H -4.2350 -3.2440 -16.8520
H -2.5640 -2.7090 -17.5160
H -2.7210 -4.1030 -16.7720
C -7.1010 -9.1200 -11.8680
O -7.1050 -8.5380 -13.1880
C -5.9110 -8.5640 -13.8680
O -4.6860 -8.8450 -13.2090
O -6.0250 -8.3030 -15.1010
C -4.8670 -8.3460 -15.9690
H -6.8270 -10.1530 -11.9090
H -8.1050 -9.0270 -11.4020
H -6.4280 -8.5780 -11.1860
H -4.4060 -9.2770 -15.8370
H -4.1730 -7.4900 -15.8040
H -5.1040 -8.2670 -16.9880
C -15.2880 -1.0440 -14.7880
O -14.7930 -2.3220 -14.5040
C -14.0920 -2.9430 -15.4940
O -13.9670 -2.3970 -16.8360
O -13.6400 -4.2110 -15.1900
C -13.0500 -5.0060 -16.2050
H -14.6920 -0.4270 -15.4860
H -15.1920 -0.5990 -13.8750
H -16.3870 -1.1230 -14.9310
H -13.6530 -4.9170 -17.1020
H -12.8760 -6.0820 -15.9150
H -12.0530 -4.6530 -16.3910
C -10.5130 -8.1690 -17.2520
O -9.2110 -8.7170 -16.9550
C -8.3120 -8.8880 -17.8710
O -8.2580 -8.1270 -19.0700
O -7.5260 -9.8270 -17.5710
C -6.4750 -10.1420 -18.4360
H -10.4370 -7.3370 -17.9200
H -10.9420 -7.7150 -16.3410
H -11.1380 -8.9450 -17.6270
H -5.7860 -10.8420 -18.0830
H -5.8740 -9.2610 -18.5290
H -6.8210 -10.4020 -19.4430
C -10.7570 -8.2030 -12.9290
C -11.1280 -9.5480 -13.4880
C -10.0810 -10.6110 -13.2770
C -10.6040 -11.9100 -13.5580
N -11.0530 -12.9410 -13.8570
H -9.6410 -8.0690 -12.9000
H -11.0000 -8.0730 -11.8530
H -11.1940 -7.2960 -13.4660
H -11.1830 -9.4670 -14.5280
H -12.0620 -9.8600 -13.1360
H -9.8030 -10.6940 -12.1640
H -9.2060 -10.4080 -13.9070